The following is a quantum chemistry calculation of a 10-piece molecular cluster, C43H95N10O11 overall at a distorted geometry, from the Open Molecules 2025 dataset.

Output
Largest force on an atom, Eh/bohr: 0.06685
Charge: 0
HOMO energy (spin up / spin down), eV: -8.229 / -8.229
Multiplicity: 2
Gap between HOMO and LUMO (spin up / spin down), eV: 8.57 / 8.52

The geometry in XYZ format:
```
159
Properties=species:S:1:pos:R:3:forces:R:3
C -0.5095 -4.9808 1.3936 -0.457 0.751 0.242
C -1.5014 -3.7859 0.8066 1.284 0.039 -0.344
C -0.5776 -2.4244 0.6790 0.059 -0.730 -0.714
C -1.2726 -1.2628 -0.2464 0.327 -0.222 0.054
C -2.1957 -0.1813 0.5718 -1.587 -0.825 -1.513
O -1.7704 0.0773 1.9558 1.401 0.552 -2.129
C -0.4359 0.6907 2.0302 1.038 1.077 1.839
C -0.2203 1.1074 3.6356 -1.136 -0.312 -0.702
C 0.6847 0.0243 4.4695 0.063 1.426 0.536
C -3.7207 -0.8562 0.6890 0.904 -0.004 1.089
C -4.8780 0.2199 1.1252 -2.019 -2.564 0.961
C -4.8739 0.5068 2.7733 -0.453 -0.266 0.541
C -6.3342 -0.5593 0.8536 -0.252 0.365 0.084
N -4.9364 1.4802 0.2962 0.202 1.087 2.742
O -5.9105 2.3166 0.6933 2.058 -1.859 -1.307
C -3.5986 2.1575 0.1293 1.655 2.549 -1.607
C -3.7967 3.2392 -1.1321 0.860 0.203 0.727
C -3.1553 3.1078 1.4227 0.380 0.299 0.518
C -2.3773 1.1541 -0.3629 -0.611 -0.655 -0.187
H 0.1842 -5.4137 0.5375 -1.572 0.889 1.808
H -1.2092 -5.8081 1.8499 1.700 1.393 -0.829
H 0.2059 -4.4901 2.2104 -1.637 -1.324 -1.680
H -1.7825 -4.1104 -0.2894 0.116 0.730 2.183
H -2.4622 -3.6150 1.4878 2.096 -0.463 -1.523
H -0.2661 -2.0861 1.7551 -0.694 -0.455 -2.109
H 0.4254 -2.7661 0.1301 -2.460 0.826 1.275
H -1.9630 -1.8356 -1.0325 1.584 1.486 1.561
H -0.4257 -0.6891 -0.8603 -1.821 -1.160 1.334
H -0.3110 1.6893 1.4332 -0.572 -2.053 0.730
H 0.4518 -0.0240 1.7618 -1.869 1.080 0.154
H -1.3099 1.1415 4.1032 2.226 -0.064 -1.011
H 0.1784 2.2117 3.6645 -0.480 -2.242 0.111
H 1.7333 0.5498 4.6898 -2.104 -1.505 -0.558
H 0.1614 -0.1098 5.5253 1.238 -0.113 -2.267
H 0.8163 -0.9842 3.8805 -0.286 2.022 1.326
H -3.9864 -1.4985 -0.2696 0.481 1.748 1.824
H -3.6265 -1.6454 1.5766 -0.389 1.724 -1.839
H -4.9139 1.6582 3.0299 0.353 -2.435 -0.624
H -3.9893 -0.0627 3.3224 -1.680 1.539 -1.359
H -5.8689 0.0488 3.2478 2.083 1.000 -1.206
H -7.2523 0.1243 1.1535 2.094 -1.216 -0.620
H -6.4321 -1.5332 1.5217 0.496 1.942 -1.575
H -6.4311 -0.7945 -0.2908 0.193 0.237 2.202
H -2.7178 3.6874 -1.3708 -2.299 -1.052 0.415
H -4.4586 4.1446 -0.7651 1.106 -2.035 -0.948
H -4.2115 2.6951 -2.0843 0.648 1.152 1.902
H -2.6611 2.5064 2.2964 -0.974 0.902 -1.771
H -2.3557 3.9321 1.0967 -1.686 -1.960 0.385
H -4.0533 3.7082 1.8860 1.521 -1.337 -1.178
H -2.6919 0.7587 -1.4446 0.640 0.702 2.309
H -1.3501 1.7082 -0.5220 -2.185 -0.774 0.543
C -0.3191 -1.5246 -4.1883 -0.758 0.477 -0.176
O -1.0059 -2.2987 -3.5341 0.273 0.623 -0.545
N -0.7880 -0.4278 -4.8802 0.701 -1.132 0.696
C 0.0919 0.4416 -5.6326 -0.183 -0.010 -0.122
C -2.2061 -0.1347 -4.8541 -0.089 -0.147 0.228
H 0.7724 -1.6551 -4.2750 -0.010 0.113 -0.070
H 0.0166 1.4556 -5.2295 0.146 0.021 -0.154
H -0.2201 0.4390 -6.6809 0.125 0.174 0.070
H 1.1300 0.1050 -5.5662 -0.185 -0.022 0.096
H -2.5185 0.0222 -3.8175 -0.137 -0.041 -0.093
H -2.7540 -0.9895 -5.2617 -0.119 0.152 0.062
H -2.4265 0.7592 -5.4443 0.260 -0.264 0.144
C 3.1516 -2.6877 0.6820 0.522 -0.810 -0.403
O 2.1913 -3.2660 1.1742 1.091 0.066 -0.229
N 4.1513 -3.2834 -0.0577 -1.244 0.873 0.767
C 5.2570 -2.5275 -0.6074 -0.106 -0.457 0.210
C 4.0948 -4.7113 -0.2933 -0.279 0.008 0.194
H 3.2920 -1.6004 0.8004 0.107 -0.023 -0.078
H 5.2548 -2.6380 -1.6955 0.200 0.141 0.019
H 6.1923 -2.9219 -0.2000 -0.292 0.209 -0.231
H 5.1741 -1.4670 -0.3541 -0.017 -0.261 0.009
H 3.1653 -4.9491 -0.8191 0.106 -0.184 0.066
H 4.0981 -5.2316 0.6691 -0.041 -0.135 -0.186
H 4.9500 -5.0381 -0.8915 -0.128 0.189 0.126
C -3.6191 1.2210 -7.7173 -0.111 0.660 -0.632
O -2.4281 1.0262 -7.9237 -0.790 0.377 -0.052
N -4.3859 2.1972 -8.3177 0.662 -1.141 0.767
C -5.7928 2.3633 -8.0188 0.136 0.080 -0.106
C -3.7655 3.0857 -9.2785 0.302 -0.116 0.000
H -4.1891 0.6021 -7.0047 -0.094 0.087 -0.045
H -6.3677 2.2347 -8.9403 -0.151 0.044 0.164
H -5.9538 3.3702 -7.6229 -0.205 -0.105 -0.004
H -6.1284 1.6296 -7.2808 0.135 0.097 -0.123
H -3.3577 2.4916 -10.1016 0.037 0.221 0.007
H -2.9457 3.6214 -8.7907 -0.036 0.026 -0.220
H -4.4937 3.8028 -9.6677 0.077 -0.199 0.149
C -2.1191 -10.2100 0.8792 -0.031 0.735 -0.647
O -0.9281 -10.4048 0.6729 -0.816 0.282 0.028
N -2.8859 -9.2338 0.2789 0.487 -1.159 1.012
C -4.2928 -9.0677 0.5777 0.290 0.040 -0.092
C -2.2655 -8.3453 -0.6820 0.342 -0.292 -0.034
H -2.6891 -10.8289 1.5919 -0.109 0.057 -0.020
H -4.8677 -9.1963 -0.3438 -0.160 0.057 0.143
H -4.4538 -8.0608 0.9736 -0.213 -0.076 -0.010
H -4.6284 -9.8014 1.3157 0.119 0.076 -0.105
H -1.8577 -8.9395 -1.5050 -0.188 0.432 0.397
H -1.4457 -7.8096 -0.1942 -0.031 0.082 -0.149
H -2.9937 -7.6283 -1.0712 0.061 -0.180 0.126
C 1.5903 4.0817 0.5974 -0.367 0.858 -0.179
O 1.0377 3.2079 -0.0583 0.055 0.592 0.191
N 1.2907 5.4269 0.5513 0.314 -1.376 0.086
C 1.9928 6.4003 1.3611 -0.085 -0.184 -0.118
C 0.2400 5.8824 -0.3354 -0.028 -0.357 -0.109
H 2.4036 3.8448 1.3034 -0.018 0.166 0.005
H 1.2720 6.9077 2.0086 0.118 0.132 0.038
H 2.4713 7.1300 0.7015 0.033 0.093 0.177
H 2.7563 5.9210 1.9800 -0.387 0.192 -0.314
H -0.6963 5.3869 -0.0622 -0.041 0.121 -0.196
H 0.4971 5.6080 -1.3628 -0.218 0.087 0.016
H 0.1172 6.9667 -0.2636 0.113 -0.230 0.070
C 8.7165 -0.8723 -0.6891 -0.281 0.723 -0.292
O 7.7159 -1.5777 -0.6770 1.040 0.993 -0.214
N 8.7597 0.4485 -1.0830 0.178 -1.448 0.477
C 9.9868 1.2166 -1.0682 -0.196 0.018 -0.044
C 7.5387 1.0895 -1.5258 -0.213 -0.245 0.025
H 9.6988 -1.2602 -0.3719 0.002 0.125 -0.033
H 9.8581 2.0763 -0.4045 0.211 0.017 -0.086
H 10.1984 1.5647 -2.0834 0.168 0.082 0.134
H 10.8261 0.6119 -0.7139 -0.198 0.038 -0.052
H 6.8035 1.0530 -0.7166 -0.062 0.097 -0.194
H 7.1421 0.5438 -2.3871 -0.117 0.171 0.082
H 7.7280 2.1299 -1.8045 0.054 -0.238 0.089
C -0.1484 -8.3202 -3.7367 0.305 -0.647 -0.314
O -1.1087 -8.8986 -3.2445 1.023 0.135 -1.113
N 0.8513 -8.9160 -4.4764 -0.929 0.827 0.732
C 1.9570 -8.1600 -5.0261 -0.103 -0.203 0.045
C 0.7948 -10.3439 -4.7121 -0.266 -0.084 0.186
H -0.0080 -7.2330 -3.6184 0.083 -0.048 -0.062
H 1.9548 -8.2706 -6.1142 0.181 0.132 0.037
H 2.8923 -8.5545 -4.6187 0.066 0.166 -0.139
H 1.8741 -7.0996 -4.7728 -0.064 -0.195 0.002
H -0.1347 -10.5816 -5.2378 0.128 -0.164 0.064
H 0.7981 -10.8641 -3.7496 -0.030 -0.110 -0.189
H 1.6500 -10.6707 -5.3102 -0.139 0.174 0.119
C 4.6880 5.3363 4.1681 -0.616 0.090 1.005
O 4.2477 5.7244 3.0936 0.394 -0.204 0.885
N 4.0293 5.4123 5.3771 1.030 -0.155 -1.585
C 4.6202 4.9292 6.6074 -0.152 0.060 -0.020
C 2.7034 5.9936 5.4192 -0.058 -0.022 -0.152
H 5.6875 4.8778 4.2494 -0.060 0.011 0.092
H 3.9784 4.1483 7.0253 0.166 0.065 0.141
H 4.6946 5.7606 7.3143 0.046 -0.198 0.100
H 5.6177 4.5179 6.4308 -0.167 0.084 -0.067
H 2.0414 5.4187 4.7650 -0.081 0.154 0.056
H 2.7541 7.0231 5.0524 -0.164 -0.038 0.009
H 2.3104 5.9853 6.4397 0.213 -0.073 -0.319
C 0.8131 7.7793 7.8879 -0.916 0.011 -0.174
O 1.0868 6.5913 8.0011 -0.505 0.729 -0.012
N -0.4183 8.2861 7.5295 1.505 -0.357 0.415
C -0.6622 9.7088 7.4174 -0.092 -0.165 -0.020
C -1.5036 7.3668 7.2563 0.114 -0.311 0.046
H 1.5654 8.5639 8.0727 -0.111 0.061 -0.036
H -1.4561 9.9877 8.1161 0.063 0.188 -0.112
H -0.9773 9.9340 6.3944 -0.004 0.194 0.117
H 0.2389 10.2828 7.6500 -0.112 -0.168 -0.025
H -1.6890 6.7597 8.1473 -0.110 -0.041 -0.195
H -1.2125 6.7062 6.4342 -0.204 -0.033 0.109
H -2.4125 7.9118 6.9865 0.253 -0.026 0.067
```
Forces are in eV/Å.